--- w ---
80
Properties=species:S:1:pos:R:3 method="wB97M-V/def2-TZVPD" gap_ha=0.288 homo_ha=-0.3344 smiles="O=[N+]([O-])c1ccccc1.O=[N+]([O-])c1ccccc1.O=[N+]([O-])c1ccccc1.O=[N+]([O-])c1ccccc1.CN(C)C=O.CN(C)C=O"
O 4.824 1.525 0.104
N 4.939 0.672 1.032
O 4.942 -0.522 0.945
C 4.877 1.261 2.420
C 4.443 2.625 2.664
C 4.446 3.263 4.045
C 5.017 2.458 5.103
C 5.411 1.115 4.974
C 5.511 0.500 3.541
H 4.067 3.250 1.870
H 4.239 4.274 4.214
H 5.049 2.897 6.186
H 5.679 0.399 5.652
H 6.022 -0.532 3.332
O -8.847 0.826 -0.080
N -7.747 0.201 -0.223
O -7.164 -0.483 0.654
C -6.850 0.601 -1.345
C -5.355 0.710 -1.208
C -4.449 0.720 -2.534
C -5.164 1.026 -3.849
C -6.583 0.948 -3.943
C -7.467 0.702 -2.784
H -4.811 0.526 -0.401
H -3.337 0.951 -2.439
H -4.559 1.042 -4.669
H -6.962 1.347 -4.820
H -8.551 0.814 -2.919
O 0.227 3.003 -1.538
N -0.406 2.054 -2.174
O -1.343 2.075 -2.968
C 0.306 0.796 -1.943
C -0.567 -0.470 -2.476
C 0.079 -1.837 -2.052
C 1.509 -1.825 -1.544
C 2.153 -0.715 -0.989
C 1.607 0.577 -1.334
H -1.545 -0.554 -2.814
H -0.328 -2.740 -2.067
H 2.038 -2.664 -1.309
H 3.083 -0.900 -0.535
H 2.242 1.291 -1.206
O 1.938 0.542 1.734
N 1.102 0.296 2.622
O 1.319 -0.403 3.591
C 0.007 1.306 2.744
C -0.212 2.351 1.585
C -1.464 3.130 1.769
C -2.383 3.036 3.147
C -2.201 2.042 4.088
C -0.962 1.141 3.820
H 0.446 2.375 0.700
H -1.641 3.808 1.113
H -3.176 3.886 3.252
H -2.879 2.175 5.138
H -0.829 0.482 4.721
C 5.171 -1.764 -2.971
N 5.143 -2.925 -3.796
C 5.487 -2.745 -5.132
C 4.635 -4.124 -3.372
O 4.788 -5.155 -4.072
H 6.255 -1.321 -2.943
H 5.059 -2.051 -1.962
H 4.440 -0.959 -3.279
H 6.124 -1.737 -5.308
H 4.637 -2.682 -5.726
H 6.237 -3.624 -5.390
H 4.090 -4.233 -2.355
C -2.890 -1.464 2.420
N -3.350 -2.028 1.183
C -4.830 -2.445 1.113
C -2.590 -2.239 0.180
O -2.912 -2.701 -0.956
H -3.158 -1.922 3.431
H -3.170 -0.539 2.507
H -1.823 -1.480 2.203
H -5.190 -1.928 0.188
H -5.360 -1.898 1.748
H -5.045 -3.523 1.137
H -1.489 -1.888 0.558

=====

--- x ---
80
Properties=species:S:1:pos:R:3 method="wB97M-V/def2-TZVPD" gap_ha=0.290 homo_ha=-0.3425 smiles="O=[N+]([O-])c1ccccc1.O=[N+]([O-])c1ccccc1.O=[N+]([O-])c1ccccc1.O=[N+]([O-])c1ccccc1.CN(C)C=O.CN(C)C=O"
O 3.499 1.398 -0.257
N 4.733 0.855 -0.171
O 5.428 0.554 -1.072
C 5.182 0.629 1.170
C 6.687 0.859 1.541
C 7.219 0.438 2.881
C 6.170 -0.032 3.973
C 4.789 -0.028 3.712
C 4.207 0.254 2.276
H 7.356 1.425 1.040
H 8.256 0.591 3.169
H 6.525 -0.283 4.882
H 4.096 -0.217 4.489
H 3.212 0.018 1.978
O 1.564 1.749 4.887
N 0.813 1.187 4.072
O 1.153 0.117 3.680
C -0.520 1.782 3.750
C -0.995 3.233 4.217
C -2.346 3.762 3.688
C -3.240 2.839 2.774
C -2.858 1.579 2.488
C -1.560 0.875 2.953
H -0.231 3.903 4.803
H -2.580 4.721 3.787
H -4.074 3.153 2.354
H -3.580 1.040 1.824
H -1.412 -0.190 2.717
O 2.140 1.653 -7.837
N 1.250 2.300 -7.178
O 0.270 2.881 -7.649
C 1.189 2.015 -5.703
C 2.324 1.317 -5.068
C 2.410 1.412 -3.514
C 1.104 1.817 -2.836
C -0.080 1.981 -3.480
C -0.086 2.238 -4.954
H 3.311 1.059 -5.553
H 3.129 1.067 -3.015
H 1.054 1.954 -1.731
H -1.035 2.177 -2.859
H -0.829 2.374 -5.438
O -6.724 0.576 3.806
N -7.004 -0.617 3.388
O -7.952 -1.279 3.777
C -6.447 -0.909 1.976
C -5.888 0.134 1.028
C -5.161 -0.410 -0.208
C -4.943 -1.761 -0.503
C -5.620 -2.853 0.270
C -6.579 -2.388 1.479
H -5.899 1.165 1.292
H -4.576 0.262 -0.830
H -4.232 -2.191 -1.354
H -5.537 -3.683 -0.025
H -7.080 -3.230 2.073
C 1.376 -4.115 -0.549
N 1.346 -4.050 -2.032
C 2.283 -2.969 -2.434
C 0.557 -4.737 -2.748
O 0.466 -4.561 -3.994
H 2.289 -4.432 -0.130
H 0.702 -4.867 -0.148
H 1.191 -3.102 -0.099
H 2.590 -3.093 -3.289
H 3.142 -2.873 -1.787
H 1.823 -1.789 -2.578
H -0.033 -5.537 -2.166
C 0.552 0.045 0.222
N -0.766 0.168 -0.321
C -1.274 -0.979 -1.148
C -1.413 1.362 -0.236
O -2.485 1.544 -0.741
H 0.725 -1.026 0.467
H 0.700 0.846 0.991
H 1.211 0.275 -0.428
H -0.509 -1.559 -1.668
H -1.861 -0.570 -1.836
H -1.801 -1.586 -0.577
H -0.809 2.329 0.257

=====

Preferred: w; penalty for the next structure: 314.2 kJ/mol.

=====

--- w ---
12
Properties=species:S:1:pos:R:3 method="wB97M-V/def2-TZVPD" gap_ha=0.338 homo_ha=-0.3400 smiles="C#CC(=O)O.C#CO"
C -1.557 1.732 0.390
C -0.663 0.920 0.310
C 0.878 0.733 0.733
O 1.151 0.242 1.785
O 1.710 1.008 -0.268
H -2.264 2.481 0.621
H 1.692 1.951 -0.490
C -0.865 -1.985 -1.487
C -0.247 -1.542 -0.521
O 0.880 -1.855 0.154
H -1.491 -1.988 -2.336
H 0.777 -1.697 1.110

=====

--- x ---
12
Properties=species:S:1:pos:R:3 method="wB97M-V/def2-TZVPD" gap_ha=0.357 homo_ha=-0.3477 smiles="C=c1oc(=O)oc1=C"
C 1.161 0.742 -1.150
C 0.677 0.226 -0.077
O 1.454 -0.307 0.960
C 0.439 -0.666 1.955
O 0.656 -1.388 2.911
O -0.781 -0.224 1.567
C -0.745 0.013 0.207
C -1.687 0.046 -0.757
H 0.852 1.058 -2.111
H 2.199 0.912 -0.972
H -2.787 -0.450 -0.637
H -1.439 0.039 -1.899

=====

--- y ---
12
Properties=species:S:1:pos:R:3 method="wB97M-V/def2-TZVPD" gap_ha=0.320 homo_ha=-0.2968
C 1.282 -0.184 0.617
C -0.032 -1.560 -0.608
C -0.621 -0.336 -0.513
C -1.546 0.810 -0.594
C 0.174 0.499 0.281
H 2.353 0.997 1.574
H -0.406 -2.578 -0.830
H -1.677 1.271 -1.608
H -2.491 0.769 0.052
O 2.345 0.063 1.402
O 1.233 -1.434 0.076
O -0.614 1.682 0.150

=====

Preferred: x; penalty for the next structure: 149.0 kJ/mol.

=====

--- w ---
18
Properties=species:S:1:pos:R:3 method="wB97M-V/def2-TZVPD" gap_ha=0.355 homo_ha=-0.3348 smiles=OCNCCS.O
O -2.120 1.188 -0.058
C -1.912 -0.146 -0.468
N -1.048 -0.825 0.482
C 0.342 -0.364 0.356
C 1.217 -1.085 1.361
S 2.940 -1.195 0.700
H -3.058 1.313 0.163
H -1.456 -0.131 -1.461
H -2.830 -0.711 -0.552
H -1.037 -1.816 0.238
H 0.349 0.702 0.563
H 0.721 -0.522 -0.660
H 0.846 -2.070 1.599
H 1.293 -0.538 2.289
H 3.373 -2.023 1.649
O -1.730 2.982 -2.490
H -2.556 3.432 -2.294
H -1.831 2.102 -2.107

=====

--- x ---
18
Properties=species:S:1:pos:R:3 method="wB97M-V/def2-TZVPD" gap_ha=0.360 homo_ha=-0.3416 smiles=OCNCCS.O
O -0.517 0.009 -3.467
C 0.785 -0.236 -2.944
N 0.861 -0.564 -1.550
C 0.588 0.536 -0.604
C 1.371 0.293 0.672
S 0.481 0.916 2.200
H -1.112 0.147 -2.726
H 1.440 0.637 -3.107
H 1.223 -1.069 -3.509
H 0.320 -1.413 -1.405
H -0.477 0.806 -0.530
H 0.982 1.418 -1.136
H 2.283 0.886 0.661
H 1.577 -0.737 0.937
H -0.121 -0.239 2.473
O -3.450 -0.131 4.675
H -2.518 -0.231 4.895
H -3.719 -1.029 4.466

=====

Preferred: w; penalty for the next structure: 19.8 kJ/mol.